DFT (ωB97M-V/def2-TZVPD) results for 13 unconnected molecules or ions with the total composition C48H132ClN12O16.

Each line ends with the Löwdin charge.
Geometry (Å):
Cl 15.36183 17.21008 13.73316  0.64
O 14.38303 18.20143 14.19615  -0.38
O 15.78632 16.25485 14.75865  -0.36
O 14.74248 16.57566 12.63072  -0.34
O 16.53613 17.90993 13.34258  -0.37
C 20.74786 14.28263 14.67575  -0.06
C 19.42395 14.96309 14.77147  -0.46
C 19.39741 16.09339 15.75792  -0.19
O 19.84200 15.57393 17.04681  -0.20
C 19.37849 16.46219 18.05291  -0.11
N 18.82694 15.38189 13.44361  0.07
H 20.75720 13.45204 13.93848  0.09
H 20.94430 13.90120 15.67641  0.07
H 21.52243 15.01447 14.49734  0.07
H 18.73035 14.25296 15.19068  0.08
H 18.35895 16.40904 15.87552  0.11
H 20.05164 16.91311 15.33674  0.14
H 19.58765 16.08253 19.03683  0.08
H 18.26133 16.52838 18.01401  0.09
H 19.82208 17.44733 17.87210  0.07
H 19.42829 16.06857 12.97492  0.05
H 17.97660 15.87550 13.73950  0.03
C 13.75091 12.08961 18.95909  -0.06
C 13.75670 12.62963 17.50881  -0.43
C 14.91734 13.56403 17.28814  -0.21
O 16.09983 12.75468 17.27946  -0.19
C 17.27904 13.55228 17.10431  -0.09
N 13.81786 11.45086 16.62868  0.04
H 12.95298 11.38105 19.08383  0.06
H 13.78423 12.84432 19.75745  0.08
H 14.63666 11.48428 19.04910  0.06
H 12.83154 13.07994 17.20832  0.11
H 14.92060 14.37833 17.98184  0.11
H 14.68765 13.97234 16.31077  0.10
H 18.14252 12.99050 16.71648  0.09
H 17.62471 14.02418 18.05617  0.10
H 17.03639 14.36681 16.40706  0.07
H 13.60813 11.88184 15.70590  0.03
H 14.80550 11.18110 16.49988  0.08
C 14.40060 23.01038 15.63525  -0.06
C 15.32492 22.40765 14.61764  -0.39
C 16.60583 23.21265 14.63911  -0.22
O 16.42481 24.31171 13.75225  -0.20
C 17.65921 24.94260 13.52334  -0.12
N 15.83795 20.98771 14.94373  0.07
H 13.93820 23.95656 15.33382  0.08
H 14.97307 23.03769 16.57855  0.08
H 13.55075 22.29120 15.80130  0.08
H 14.90041 22.50886 13.60352  0.11
H 17.52658 22.73091 14.37137  0.09
H 16.83826 23.63532 15.64085  0.13
H 18.41070 24.23137 13.12595  0.09
H 18.08257 25.36256 14.46517  0.10
H 17.54813 25.77280 12.86427  0.07
H 15.03348 20.34081 14.98853  0.05
H 16.34478 20.64792 14.09004  0.07
C 13.27894 10.07299 10.82384  -0.10
C 14.57765 10.25628 11.52757  -0.45
C 14.56408 11.51913 12.38748  -0.25
O 15.83771 11.82608 12.83490  -0.16
C 15.93423 13.02239 13.61729  -0.06
N 14.87690 8.99752 12.23942  0.03
H 13.20053 9.12552 10.24836  0.08
H 13.06060 10.83178 10.03721  0.09
H 12.44021 9.95022 11.55833  0.08
H 15.36865 10.32472 10.79366  0.14
H 13.88652 11.21856 13.28832  0.13
H 14.04037 12.33969 11.82975  0.13
H 15.40061 12.88878 14.54171  0.05
H 15.50731 13.86919 13.07236  0.07
H 16.98749 13.20708 13.87547  0.09
H 15.81746 9.02112 12.59077  0.06
H 14.20812 8.74752 12.99894  0.09
C 12.72004 19.47182 17.41346  -0.08
C 13.05453 18.09900 17.86795  -0.42
C 12.27355 17.07411 17.01577  -0.20
O 10.90541 17.10295 17.37297  -0.18
C 10.18625 16.12755 16.72499  -0.15
N 14.48183 17.81200 17.70982  0.05
H 12.76776 19.51875 16.28276  0.08
H 13.42498 20.29280 17.69935  0.07
H 11.68234 19.76775 17.69883  0.09
H 12.82274 18.03898 18.90374  0.13
H 12.70990 16.04520 17.16488  0.13
H 12.40989 17.29477 15.94812  0.11
H 10.55044 15.10424 16.88469  0.09
H 10.19832 16.25441 15.64816  0.05
H 9.18239 16.17702 17.13403  0.09
H 14.81136 17.79528 16.73854  0.06
H 14.67009 16.88630 18.07765  0.06
C 19.34282 20.96205 11.89856  -0.03
C 19.94739 19.93042 12.90470  -0.43
C 19.48520 20.27980 14.28131  -0.23
O 19.66283 21.62446 14.62550  -0.20
C 20.98281 22.09308 14.55206  -0.11
N 19.56895 18.59681 12.58162  0.08
H 18.26636 20.91691 11.91412  0.04
H 19.61935 20.76296 10.87039  0.08
H 19.54593 21.98456 12.12509  0.05
H 21.02290 19.96034 12.94717  0.12
H 19.87830 19.55920 15.05720  0.13
H 18.38788 20.13655 14.28516  0.11
H 21.53898 21.72215 13.70863  0.07
H 21.61989 21.96093 15.46801  0.09
H 20.91381 23.17864 14.39519  0.09
H 18.63173 18.39126 12.91989  0.04
H 19.46792 18.50822 11.58729  0.06
C 12.08938 21.01446 9.16491  -0.03
C 12.45509 20.06058 10.41857  -0.36
C 12.92891 18.65569 9.94081  -0.23
O 11.91378 18.09360 9.12863  -0.19
C 12.12577 16.62931 9.20118  -0.05
N 13.53376 20.65824 11.24597  0.04
H 11.12388 20.76085 8.70592  0.07
H 12.80825 20.93335 8.34443  0.07
H 12.17800 21.97147 9.63219  0.03
H 11.50987 19.94906 10.95487  0.10
H 13.12959 17.95072 10.77604  0.11
H 13.88890 18.77060 9.37367  0.12
H 11.73900 16.15548 10.16713  0.10
H 13.18774 16.49435 9.26602  0.05
H 11.62634 16.15812 8.37440  0.08
H 13.11437 21.39173 11.81196  0.08
H 13.76129 19.96962 11.98629  0.08
C 15.99229 14.90985 10.13601  -0.07
C 16.40396 16.20201 9.48116  -0.46
C 17.51187 16.83800 10.34356  -0.21
O 17.96400 18.10632 9.88413  -0.20
C 17.00060 19.16971 10.15793  -0.08
N 16.81310 16.00400 8.08815  0.04
H 15.10625 14.47462 9.65147  0.08
H 15.86926 14.96297 11.21933  0.04
H 16.81823 14.18853 9.97762  0.09
H 15.51840 16.89776 9.38044  0.12
H 18.36098 16.16804 10.33140  0.12
H 17.02534 16.81176 11.35948  0.10
H 17.43505 20.08780 9.76012  0.07
H 17.00849 19.30150 11.23852  0.05
H 15.95056 19.02253 9.77386  0.08
H 16.98553 16.95241 7.74930  0.07
H 17.71288 15.54525 8.04843  0.06
C 12.35604 14.12728 13.76486  -0.04
C 11.05960 13.32609 13.89914  -0.40
C 10.63060 12.81357 12.50616  -0.22
O 10.64865 13.83630 11.56073  -0.21
C 9.79049 13.57908 10.46397  -0.10
N 11.26025 12.19355 14.83325  0.05
H 12.42370 14.74978 12.84553  0.08
H 13.22691 13.43130 13.83930  0.05
H 12.53552 14.85466 14.56565  0.07
H 10.26400 13.91730 14.37192  0.13
H 9.62624 12.41290 12.61401  0.12
H 11.35342 12.02415 12.19974  0.12
H 8.75848 13.83701 10.71853  0.09
H 9.84529 12.48980 10.13754  0.11
H 10.10108 14.25688 9.67157  0.07
H 10.40810 11.66703 14.94338  0.07
H 11.89688 11.54968 14.35108  0.05
C 10.26425 17.33397 12.92206  -0.05
C 9.23358 18.38223 13.17130  -0.47
C 9.70404 19.37274 14.21462  -0.20
O 8.62482 20.15901 14.61996  -0.19
C 7.70108 19.54778 15.45115  -0.13
N 8.83691 18.96842 11.90218  0.07
H 10.01879 16.55668 12.22490  0.07
H 10.73004 16.84279 13.81253  0.07
H 11.05580 17.85774 12.39128  0.07
H 8.37250 17.87427 13.66210  0.13
H 10.50106 20.08970 13.91979  0.14
H 10.09042 18.74989 15.10881  0.14
H 7.14993 18.79338 14.86028  0.08
H 7.03753 20.31402 15.85198  0.09
H 8.13579 18.98428 16.31111  0.10
H 8.47922 19.88084 12.09776  0.06
H 9.70836 18.98990 11.35989  0.05
C 14.69949 24.01415 9.71554  -0.04
C 16.03399 23.28856 9.83657  -0.41
C 17.23976 24.26005 9.83737  -0.18
O 17.25338 24.96742 8.60691  -0.21
C 17.89412 24.22201 7.58169  -0.10
N 16.08312 22.42440 11.03908  0.07
H 14.44997 24.61818 10.61709  0.09
H 13.79173 23.46451 9.45917  0.05
H 14.85234 24.68660 8.86751  0.07
H 16.25123 22.72263 8.96826  0.10
H 18.16011 23.69859 9.92623  0.11
H 17.10325 24.99560 10.61354  0.11
H 17.15857 23.39855 7.37879  0.09
H 18.86468 23.84799 7.82146  0.07
H 17.91374 24.86931 6.68846  0.09
H 15.93747 23.04256 11.84759  0.05
H 15.31408 21.74827 10.96298  0.03
C 17.17746 20.30149 20.30700  -0.04
C 17.37728 20.72128 18.79322  -0.43
C 18.46600 19.95651 18.10201  -0.24
O 19.65410 20.08145 18.86676  -0.20
C 20.79842 20.55787 18.05318  -0.05
N 16.12479 20.52758 18.09437  0.05
H 16.35236 20.87500 20.68924  0.07
H 18.07210 20.55004 20.81906  0.05
H 16.96576 19.26372 20.37171  0.06
H 17.71481 21.76822 18.84362  0.14
H 18.52558 20.35517 17.10954  0.10
H 18.22510 18.89166 17.91280  0.11
H 20.82085 19.79710 17.24061  0.07
H 21.74950 20.40214 18.56665  0.08
H 20.60230 21.55254 17.64640  0.08
H 16.36999 20.45555 17.09614  0.04
H 15.79099 19.60724 18.35231  0.03

Summary:
Highest occupied orbital energy ... -6.8 eV
Net charge ... -1
Multiplicity ... 1